This record from OMol25 describes a structure of composition C17H32N4O13P2Sr in a non-equilibrium geometry. The level of theory is ωB97M-V/def2-TZVPD.

Structure (XYZ):
```
69
Properties=species:S:1:pos:R:3:forces:R:3:lowdin_charge:R:1
Sr 0.80884 -0.08549 0.56842 -3.83 -0.84 0.66 1.545
O -2.92069 1.27240 1.75385 -0.04 -0.05 0.12 -0.075
C -3.21050 0.73711 3.03475 0.14 0.11 -0.14 -0.243
C -2.89256 -0.74566 3.13173 0.08 -0.06 -0.16 -0.178
N -1.50058 -1.06995 2.91627 -0.07 -0.13 0.07 -0.168
C -1.32565 -2.43585 2.43892 0.12 0.20 0.08 -0.115
C -1.65375 -2.53433 0.92639 -0.13 0.03 0.13 -0.675
O -2.50688 -3.36570 0.55731 0.26 0.19 0.03 -0.057
O -1.00131 -1.71616 0.21988 -0.33 -0.60 -0.27 -0.189
C -0.59368 -0.54759 3.92159 -0.02 -0.23 -0.16 -0.104
C -0.19286 0.91445 3.63024 -0.31 0.22 -0.48 -0.671
O -0.08458 1.71982 4.55844 0.10 -0.17 0.03 -0.021
O -0.05252 1.14166 2.37981 -0.03 0.72 0.95 -0.221
H -1.95872 1.15599 1.63502 0.06 0.02 0.00 0.048
H -4.28259 0.86749 3.20277 -0.06 0.02 0.00 0.106
H -2.68255 1.29575 3.81662 0.01 0.01 -0.01 0.109
H -3.47126 -1.26415 2.36258 -0.02 -0.02 0.03 0.125
H -3.24181 -1.10582 4.12087 -0.04 -0.04 0.05 0.116
H -1.94412 -3.15958 2.98609 -0.03 -0.06 0.10 0.107
H -0.27128 -2.70361 2.55660 -0.05 -0.04 -0.01 0.114
H 0.33136 -1.13163 3.87772 -0.02 0.03 0.08 0.124
H -0.99666 -0.60517 4.94090 -0.05 -0.07 0.12 0.113
O 3.34365 0.39329 2.34834 0.19 -1.25 -0.97 -0.164
P 3.57766 -1.00317 1.52335 0.26 0.55 -0.20 0.216
O 4.69653 -1.82486 2.00584 0.18 0.08 0.09 -0.306
O 2.21790 -1.62625 1.30001 1.82 -1.22 0.69 -0.500
O 4.01406 -0.35887 -0.00256 -0.56 0.59 0.31 -0.322
P 3.54076 1.10382 -0.61892 -0.18 -0.10 0.63 0.210
O 4.67397 2.11871 -0.07260 0.19 0.05 0.16 -0.135
O 3.60707 1.08224 -2.09255 0.06 -0.23 -0.15 -0.301
O 2.26350 1.50738 0.13509 2.83 1.09 -1.16 -0.507
H 2.86859 0.89753 1.63802 0.11 0.95 0.94 -0.016
H 5.41079 2.07539 -0.69086 0.01 0.04 0.01 0.060
C -3.02775 -0.07960 -1.57525 -0.15 0.14 -0.08 -0.014
N -2.75502 1.34905 -1.69744 0.00 -0.09 -0.12 -0.069
C -3.82718 2.16444 -2.22231 -0.02 -0.13 0.08 -0.182
C -3.31326 3.52707 -2.62834 0.06 -0.01 -0.10 -0.170
C -2.60489 4.13557 -1.44054 0.07 0.00 0.14 -0.184
N -1.55764 3.24860 -0.99086 0.06 0.03 -0.11 -0.074
C -0.53278 3.82900 -0.13328 -0.14 0.03 -0.02 -0.015
C -1.69709 1.88047 -1.02169 0.10 0.18 0.37 -0.455
O -0.87103 1.17316 -0.45583 -0.75 0.52 -0.71 -0.111
H -3.22889 -0.49163 -2.56967 -0.01 0.02 0.04 0.086
H -3.90277 -0.24069 -0.93693 0.01 0.00 -0.01 0.096
H -2.19102 -0.60815 -1.12829 0.11 0.02 0.06 0.061
H -4.62580 2.27368 -1.47451 -0.03 -0.02 0.01 0.126
H -4.25664 1.63888 -3.07794 -0.03 -0.02 -0.04 0.115
H -4.13454 4.16645 -2.95934 -0.01 -0.02 0.01 0.107
H -2.60055 3.41514 -3.45115 -0.06 0.04 0.00 0.121
H -3.32636 4.32922 -0.63323 -0.01 0.04 0.02 0.127
H -2.14688 5.09186 -1.70241 0.01 0.03 -0.02 0.114
H -0.06338 4.66654 -0.65662 -0.03 0.00 0.01 0.085
H 0.22676 3.09483 0.10592 0.02 -0.09 -0.03 0.069
H -0.96511 4.18553 0.80706 -0.01 -0.01 0.00 0.099
C 4.39605 -2.18103 -2.66800 0.03 0.04 0.04 -0.046
C 3.03306 -2.76035 -2.27350 -0.16 0.26 0.10 -0.561
C 3.17078 -3.73635 -1.10024 0.02 0.07 0.15 -0.031
C 2.38010 -3.47122 -3.47262 0.00 0.05 0.00 -0.054
C 2.10103 -1.66451 -1.90683 -0.19 -0.36 -0.20 -0.151
N 1.25780 -0.90768 -1.71791 0.49 -0.44 -0.99 0.142
H 4.95728 -2.95783 -3.19650 0.03 0.04 0.02 0.079
H 4.95061 -1.86859 -1.78180 -0.08 -0.01 -0.06 0.079
H 4.27973 -1.30372 -3.30616 0.02 -0.06 -0.02 0.082
H 3.80034 -4.57033 -1.42585 -0.03 0.01 0.03 0.084
H 2.19518 -4.11708 -0.79142 0.05 0.00 -0.03 0.098
H 3.63079 -3.26091 -0.22921 -0.07 -0.06 -0.16 0.067
H 2.98338 -4.34475 -3.73308 -0.02 0.03 -0.02 0.078
H 2.32744 -2.80553 -4.33691 0.01 -0.02 0.03 0.086
H 1.36811 -3.79873 -3.22725 0.06 0.00 0.01 0.090
```
Positions in Å, forces in eV/Å.

Calculated values
E_tot = -2578.12943 Eh
highest occupied orbital energy = -0.090 Ha
relative energy (zero: lowest compared OMol25 entry of this formula, charge and spin) = 0.00 kcal per mole
molecular weight = 650.03 g mol⁻¹
net charge = -2